1) Computed, not measured: a 12-piece molecular cluster, C36H84N12O12 overall, with wB97M-V/def2-TZVPD.

As for the HOMO-LUMO gap: 0.3291 Eh. Its SMILES is CN(C)C=O.CN(C)C=O.CN(C)C=O.CN(C)C=O.CN(C)C=O.CN(C)C=O.CN(C)C=O.CN(C)C=O.CN(C)C=O.CN(C)C=O.CN(C)C=O.CN(C)C=O. The lowest unoccupied orbital energy is 0.0 eV.

```
! RIJCOSX wB97M-V def2-TZVPD def2/J DEFGRID3
* xyz 0 1
O -2.918 6.067 4.145
O 6.337 1.610 3.526
O 2.072 0.242 -0.304
O 2.711 8.221 0.268
O 6.039 0.200 -1.577
O -5.148 -5.887 -0.831
O -0.488 -6.600 2.073
O -4.091 -1.893 1.879
O 2.019 -3.775 -3.754
O -0.134 6.857 -2.026
O -1.944 -3.950 5.971
O -2.495 2.226 -2.318
N -5.544 -1.050 0.354
N 4.655 0.136 3.829
N -0.218 0.083 0.042
N 0.238 -6.400 -0.082
N 2.238 6.168 1.163
N -0.860 -2.763 4.372
N -3.476 4.118 3.122
N 1.127 5.421 -3.310
N -3.762 -4.862 -2.293
N -3.498 0.565 -3.392
N 5.514 2.352 -1.351
N 3.604 -3.689 -2.086
C -4.949 -2.062 1.037
C 1.051 -0.349 -0.011
C -4.230 3.522 2.014
C -4.650 -5.817 -1.937
C -3.522 1.764 -2.788
C -1.315 -0.876 0.011
C 0.718 -5.015 0.096
C 4.501 -4.460 -1.253
C -0.222 -7.084 0.991
C 1.961 7.281 0.469
C -6.693 -1.244 -0.534
C -4.964 0.315 0.444
C -3.135 -3.988 -1.322
C 0.454 4.251 -2.793
C -0.551 1.475 0.268
C 2.781 -4.293 -2.953
C -2.315 -0.294 -3.293
C 0.443 -2.506 3.768
C 3.715 -2.264 -2.071
C 1.864 5.421 -4.557
C 0.424 -7.028 -1.374
C 5.940 0.537 3.948
C 3.624 0.831 3.071
C 5.244 1.028 -1.155
C 4.494 3.339 -1.029
C -3.139 3.176 4.170
C 3.371 6.131 2.089
C 1.401 4.984 1.070
C -0.948 -3.722 5.315
C -3.247 -4.814 -3.644
C 0.749 6.623 -2.830
C -1.988 -1.946 4.006
C -4.603 -0.142 -4.024
C -3.387 5.472 3.197
C 4.236 -1.143 4.375
C 6.824 2.783 -1.819
H 1.719 -5.070 -0.342
H 4.485 -1.475 5.384
H -0.833 2.014 -0.633
H 4.543 -5.526 -1.453
H 4.161 -4.348 -0.216
H -2.814 2.218 3.767
H 3.150 -1.209 4.313
H 0.926 4.762 2.027
H -4.980 0.746 -0.556
H -0.339 3.953 -3.489
H 3.027 -1.628 -2.622
H -4.857 -6.503 -2.774
H -2.087 -1.081 4.666
H -3.997 0.437 0.914
H -6.360 -0.738 -1.447
H 0.805 -4.643 1.108
H 1.566 6.257 -5.186
H -5.417 -3.012 0.721
H 2.942 5.374 -4.386
H -2.206 -4.510 -1.076
H -5.198 -0.828 -3.422
H 3.948 5.212 2.176
H 4.183 3.861 -1.936
H -6.903 -2.293 -0.708
H 1.331 7.481 -3.193
H 1.505 -6.957 -1.533
H -4.501 4.220 1.222
H -0.364 -8.164 0.810
H 2.846 -5.394 -2.853
H -2.071 -0.525 -0.691
H 5.498 -4.020 -1.299
H -5.731 0.730 1.105
H 2.986 1.321 3.805
H -2.858 -2.593 4.128
H 1.012 3.310 -2.744
H -3.738 -3.934 -0.420
H 4.926 4.076 -0.343
H 1.051 -1.438 0.185
H -4.271 -0.632 -4.937
H 4.618 -1.889 -2.579
H 1.645 4.536 -5.159
H -3.524 -3.950 -4.257
H 3.073 0.183 2.388
H -3.969 2.926 4.837
H -2.156 -4.834 -3.719
H 0.897 7.306 0.178
H -5.249 0.676 -4.365
H -4.471 2.301 -2.910
H 0.008 -8.021 -1.515
H -2.365 3.679 4.749
H -0.014 -4.306 5.331
H -5.078 2.991 2.445
H 0.078 4.448 -1.796
H 4.354 0.996 -0.509
H -2.951 -2.988 -1.706
H 1.986 4.124 0.740
H 4.037 6.986 2.055
H -0.013 -6.468 -2.209
H 0.268 2.028 0.742
H 7.108 3.778 -1.493
H -0.937 -1.760 -0.507
H -3.655 5.960 2.246
H 3.854 -1.946 -1.035
H 0.640 5.128 0.304
H 2.859 6.239 3.056
H -1.759 -1.145 0.967
H -2.567 -1.285 -2.910
H -1.461 0.071 -2.733
H 3.614 2.996 -0.487
H 6.602 -0.132 4.514
H 1.187 -2.702 4.541
H -3.600 2.827 1.447
H -2.063 -1.685 2.956
H 4.631 -1.903 3.688
H 6.817 2.594 -2.895
H 0.005 -4.464 -0.516
H 0.605 -1.451 3.534
H -3.582 -5.672 -4.229
H 4.050 1.557 2.380
H -7.534 -0.658 -0.164
H 0.623 -3.067 2.850
H -1.279 1.666 1.064
H -1.932 -0.501 -4.296
H 7.598 2.097 -1.469
*
```

2) Computed, not measured: C36H84N12O12 as an isolated structure, with wB97M-V/def2-TZVPD.

As for the HOMO-LUMO gap: 0.2137 Eh. The lowest unoccupied orbital energy is -0.8 eV.

```
! RIJCOSX wB97M-V def2-TZVPD def2/J DEFGRID3
* xyz 0 1
O -4.989 0.099 3.794
O -3.783 2.857 1.256
O -2.075 0.602 -0.676
O 2.157 0.409 -2.681
O -3.621 -0.237 -2.902
O 1.842 -1.058 1.054
O -1.438 -1.495 -7.225
O 6.157 2.159 1.524
O 3.675 -2.467 -1.779
O -0.207 1.510 3.200
O 1.097 -1.924 -2.932
O -1.066 5.616 1.655
N -0.841 -0.617 -5.151
N 0.147 0.502 -0.270
N 4.703 1.472 -0.027
N -3.448 2.789 -0.963
N 4.145 -0.546 -2.730
N -3.585 -0.311 2.108
N -0.267 -2.408 -1.134
N 2.955 -0.276 2.834
N -0.498 -0.585 3.985
N -4.882 0.359 -1.062
N -0.596 3.816 2.958
N 2.215 -3.716 -0.687
C 3.388 0.907 -0.323
C -1.095 -3.396 -1.863
C -3.722 0.273 -1.787
C -0.948 2.951 4.135
C 5.183 1.481 1.217
C 2.781 -1.126 1.828
C 1.349 -4.912 -0.786
C 2.173 0.946 3.003
C -3.059 2.599 0.324
C 4.048 -0.407 3.717
C 4.843 -1.794 -2.797
C -0.960 0.407 -1.079
C 0.021 -1.318 2.841
C -2.282 0.023 1.513
C 2.914 -3.433 -1.743
C 0.616 -0.771 -5.354
C 5.298 2.343 -1.016
C -4.790 0.738 0.336
C -1.245 -0.252 -3.797
C -0.475 -2.239 0.265
C -0.018 0.871 1.210
C 1.870 -2.739 0.397
C -4.164 -1.512 1.562
C -1.730 -0.911 -6.172
C -1.037 -1.436 5.049
C -1.130 5.020 2.818
C 2.815 -0.621 -2.645
C -0.616 0.753 4.021
C -2.554 2.588 -2.017
C 1.575 0.410 -0.748
C 0.126 3.117 1.876
C 5.071 0.646 -2.889
C -4.906 3.084 -1.287
C 0.709 -1.780 -1.754
C -4.107 0.461 3.076
C -6.199 0.083 -1.740
H -1.736 3.394 4.744
H -0.086 2.741 4.768
H 0.860 -2.824 0.798
H -5.599 0.277 0.902
H 1.200 0.761 2.548
H 5.804 1.771 -1.793
H 6.066 2.920 -0.500
H -2.828 0.597 -1.231
H 2.643 1.297 0.371
H -1.572 -0.752 1.802
H -0.943 -4.369 -1.396
H 2.134 -0.409 -0.296
H 1.531 -5.507 -1.680
H -1.407 5.436 3.799
H 5.622 0.516 -3.820
H 3.024 0.825 -1.347
H -0.941 1.199 4.974
H -0.924 -3.487 -2.936
H -0.496 -1.367 5.993
H 0.512 3.668 1.019
H -0.547 0.176 -2.073
H -2.174 3.482 -2.511
H 3.293 -2.099 1.862
H 1.273 0.066 -5.119
H -0.844 -1.625 2.253
H 0.888 -1.697 -4.848
H -2.736 -0.658 -5.802
H 4.162 -2.645 -2.816
H -6.493 -0.965 -1.801
H -0.370 -3.221 0.727
H -2.085 2.097 0.427
H 5.659 0.798 -1.984
H 2.593 -2.727 1.213
H -6.254 0.597 -2.700
H 3.480 -0.151 -0.080
H 4.411 2.868 -1.371
H 0.614 0.216 1.810
H 0.312 -1.770 0.856
H -1.415 0.824 -3.776
H 3.915 0.289 4.545
H 5.414 -1.874 -1.872
H -1.733 1.883 -1.880
H -3.148 2.150 -2.818
H 0.512 1.809 1.372
H -5.427 2.976 -0.336
H 0.681 -0.997 -6.418
H -0.528 -0.470 -3.005
H -5.431 2.474 -2.022
H -0.312 2.205 1.469
H 4.744 0.792 1.956
H -5.180 -1.559 1.952
H -2.235 -0.692 -3.679
H -1.925 1.041 1.667
H -2.057 -1.074 5.178
H -1.061 -2.520 4.940
H 1.459 0.297 -1.826
H 1.998 -1.724 0.021
H -0.985 0.940 1.709
H 2.187 1.273 -0.486
H -1.399 1.999 3.853
H 5.016 -0.334 3.221
H 4.030 -1.448 4.041
H -6.989 0.520 -1.130
H 2.735 1.823 2.682
H -3.800 0.559 0.757
H 5.487 -1.916 -3.668
H 2.455 -1.661 -2.641
H 4.485 1.555 -3.022
H 1.098 -0.973 -1.113
H -3.353 1.216 3.347
H -2.175 -0.027 0.429
H -4.914 1.814 0.459
H -2.172 -3.271 -1.747
H -1.429 -1.785 0.533
H -3.615 -2.395 1.888
H -5.021 4.125 -1.588
H 2.939 -4.146 -2.582
H 1.961 1.093 4.062
H 0.719 -0.726 2.249
H 1.059 2.736 2.290
H 0.497 -2.237 3.182
H -4.374 -1.575 0.495
H 0.413 -4.421 -1.053
H 1.287 -5.596 0.061
*
```

Last place for stability: 2)

1) Computed, not measured: a 2-piece molecular cluster, C2H9NO2 overall, with wB97M-V/def2-TZVPD.

As for the HOMO-LUMO gap: 0.3688 Eh. Its SMILES is CNCO.O. The lowest unoccupied orbital energy is 0.9 eV.

```
! RIJCOSX wB97M-V def2-TZVPD def2/J DEFGRID3
* xyz 0 1
O 1.897 0.713 -1.808
O 0.190 1.537 0.359
N -0.279 -0.753 0.875
C -0.933 -1.343 -0.287
C -0.509 0.604 1.194
H 0.569 -1.162 1.206
H 1.130 0.323 -1.393
H -1.169 -2.381 -0.033
H -1.536 0.972 1.164
H 1.110 1.283 0.263
H 1.873 1.642 -2.031
H -1.899 -0.933 -0.583
H -0.175 0.811 2.234
H -0.269 -1.312 -1.160
*
```

2) Computed, not measured: a 2-piece molecular cluster, C2H9NO2 overall, with wB97M-V/def2-TZVPD.

As for the HOMO-LUMO gap: 0.3734 Eh. Its SMILES is NCO.CO. The lowest unoccupied orbital energy is 0.7 eV.

```
! RIJCOSX wB97M-V def2-TZVPD def2/J DEFGRID3
* xyz 0 1
O 3.278 1.663 -0.401
O -1.647 -0.706 1.815
N -2.628 -0.648 -0.369
C 2.007 1.153 -0.725
C -1.393 -0.796 0.384
H -0.898 -0.466 2.389
H -3.391 -0.709 0.222
H -0.597 -0.088 0.105
H -2.646 -1.476 -0.938
H -1.042 -1.862 0.181
H 1.307 1.954 -0.934
H 4.062 1.001 -0.358
H 1.590 0.593 0.192
H 1.997 0.388 -1.564
*
```

Last place for stability: 2)

1) Computed, not measured: C3H4NS as an isolated structure, with wB97M-V/def2-TZVPD.

As for the HOMO-LUMO gap (spin up / spin down): 0.2645 / 0.2608 Eh. The lowest unoccupied orbital energy (spin up / spin down) is -5.5 / -9.7 eV.

```
! RIJCOSX wB97M-V def2-TZVPD def2/J DEFGRID3
* xyz 1 3
S -2.623 -0.075 0.551
N -0.312 -0.383 0.255
C 0.801 -0.218 0.176
C -3.573 0.512 -0.405
C 2.235 -0.165 0.145
H 2.676 -0.433 1.167
H 2.589 0.924 -0.165
H -4.422 0.884 -1.103
H 2.629 -1.047 -0.621
*
```

2) Computed, not measured: an isolated ion of composition C3H4NS and charge +1, with wB97M-V/def2-TZVPD.

As for the HOMO-LUMO gap (spin up / spin down): 0.3406 / 0.2395 Eh. The lowest unoccupied orbital energy (spin up / spin down) is -4.1 / -9.8 eV.

```
! RIJCOSX wB97M-V def2-TZVPD def2/J DEFGRID3
* xyz 1 3
S -1.724 0.366 0.094
N -0.041 -1.542 -0.039
C -0.005 0.850 -0.179
C -1.322 -1.286 0.132
C 0.699 -0.484 -0.122
H 0.079 1.714 -0.820
H 1.738 -0.797 -0.175
H 0.093 1.387 0.759
H -2.245 -2.023 0.202
*
```

Last place for stability: 1)

1) Computed, not measured: one molecule with the formula C4H2N2O, with wB97M-V/def2-TZVPD.

As for the HOMO-LUMO gap: 0.3734 Eh. Its SMILES is N#Cc1cnco1. The lowest unoccupied orbital energy is 0.0 eV.

```
! RIJCOSX wB97M-V def2-TZVPD def2/J DEFGRID3
* xyz 0 1
O -0.121 1.319 -0.012
N -1.587 -0.364 0.012
N 3.179 -0.270 0.036
C 2.039 -0.141 -0.010
C -0.370 -0.973 -0.019
C -1.359 0.910 0.015
C 0.655 -0.090 -0.034
H -2.138 1.652 0.044
H -0.298 -2.043 -0.032
*
```

2) Computed, not measured: one molecule with the formula C4H2N2O, with wB97M-V/def2-TZVPD.

As for the HOMO-LUMO gap: 0.3883 Eh. Its SMILES is N#CC#CC(N)=O. The lowest unoccupied orbital energy is -0.5 eV.

```
! RIJCOSX wB97M-V def2-TZVPD def2/J DEFGRID3
* xyz 0 1
O -1.625 -1.849 -0.085
N -1.748 0.432 0.014
N 3.804 0.873 0.137
C 0.360 -0.550 -0.105
C 2.786 0.329 0.028
C 1.518 -0.216 -0.068
C -1.099 -0.758 -0.065
H -2.753 0.436 0.094
H -1.244 1.304 0.050
*
```

3) Computed, not measured: one molecule with the formula C4H2N2O, with wB97M-V/def2-TZVPD.

As for the HOMO-LUMO gap: 0.3903 Eh. Its SMILES is N#CC(C#N)C=O. The lowest unoccupied orbital energy is -0.9 eV.

```
! RIJCOSX wB97M-V def2-TZVPD def2/J DEFGRID3
* xyz 0 1
O -0.053 0.939 -2.043
N 2.247 0.578 0.784
N -1.683 -1.277 1.767
C 1.364 -0.229 0.502
C -0.015 -0.410 -0.036
C -0.878 -0.920 1.027
C -0.219 0.832 -0.795
H -0.122 -1.221 -0.967
H -0.642 1.709 -0.238
*
```

Last place for stability: 3)